No. 1
Computed, not measured: a 2-piece molecular cluster, C2H4NP overall, with the ωB97M-V functional and the def2-TZVPD basis.

## Properties
HOMO level (alpha / beta): -8.978 / -8.976 eV
Orbital gap (alpha / beta): 7.439 / 7.428 eV
Strongest force on any atom: 0.0981 hartree/bohr

Each line ends with the Löwdin charge.
Geometry (Å):
C (1.473, -0.425, 0.306)  -0.275
C (0.815, 0.674, 0.486)  -0.018
N (1.960, -1.535, 0.279)  0.176
P (-4.352, -0.187, 0.008)  0.299
H (-0.291, 0.617, 0.333)  0.068
H (1.341, 1.399, 1.025)  0.033
H (2.412, -1.875, -0.454)  0.008
H (-3.035, -0.873, 0.463)  -0.290

No. 2
Computed, not measured: an isolated molecule of C2H4NP, with the ωB97M-V functional and the def2-TZVPD basis.

## Properties
HOMO level: -9.043 eV
Orbital gap: 10.084 eV
Strongest force on any atom: 0.0682 hartree/bohr

Each line ends with the Löwdin charge.
Geometry (Å):
P (-1.503, -0.142, 0.545)  0.775
C (0.183, -0.514, -0.076)  -0.593
C (1.309, 0.547, 0.222)  -0.114
N (1.313, -0.525, 0.827)  0.019
H (-2.219, -0.645, -0.527)  -0.143
H (-1.532, 1.180, -0.026)  -0.107
H (0.456, -1.215, -0.837)  0.062
H (1.993, 1.315, -0.128)  0.102

No. 3
Computed, not measured: a 2-piece molecular cluster, C2H4NP overall, with the ωB97M-V functional and the def2-TZVPD basis.

## Properties
HOMO level (alpha / beta): -11.061 / -9.631 eV
Orbital gap (alpha / beta): 8.384 / 6.128 eV
Strongest force on any atom: 0.0854 hartree/bohr

Each line ends with the Löwdin charge.
Geometry (Å):
C (-2.562, -0.131, 0.074)  -0.295
C (1.142, -0.209, 0.214)  -0.454
N (-3.643, -0.474, 0.130)  -0.095
P (0.269, 1.389, -0.093)  0.938
H (0.728, 1.263, -1.327)  -0.180
H (1.892, -0.607, -0.518)  0.049
H (0.499, -1.095, 0.385)  0.038
H (1.675, -0.137, 1.135)  -0.001

No. 4
Computed, not measured: an isolated molecule of C2H4NP, with the ωB97M-V functional and the def2-TZVPD basis.

## Properties
HOMO level: -8.523 eV
Orbital gap: 9.377 eV
Strongest force on any atom: 0.0817 hartree/bohr

Each line ends with the Löwdin charge.
Geometry (Å):
P (-0.583, -1.131, -0.311)  0.719
N (-0.187, 0.530, -0.166)  -0.404
C (0.415, 0.795, 1.123)  -0.195
C (1.316, 0.648, 0.251)  -0.103
H (0.705, -1.689, -0.405)  -0.121
H (-0.921, -1.226, -1.716)  -0.118
H (-0.012, 0.765, 2.091)  0.089
H (2.209, 1.078, -0.353)  0.133

No. 5
Computed, not measured: an isolated molecule of C2H4NP, with the ωB97M-V functional and the def2-TZVPD basis.

## Properties
HOMO level (alpha / beta): -6.462 / -10.168 eV
Expectation value of S²: 2.014
Orbital gap (alpha / beta): 7.565 / 8.118 eV
Spin multiplicity: 3
Strongest force on any atom: 0.1640 hartree/bohr

Each line ends with the Löwdin charge.
Geometry (Å):
C (-1.445, 0.199, 0.626)  -0.040
C (-0.210, 0.207, 0.776)  -0.143
N (0.699, -0.650, -0.539)  -0.435
P (1.884, 0.113, -1.139)  0.528
H (-2.070, 0.617, 1.321)  0.046
H (-1.866, -0.217, -0.216)  0.052
H (0.578, 0.499, 1.509)  0.090
H (2.430, -0.768, -2.337)  -0.098

No. 6
Computed, not measured: an isolated molecule of C2H4NPS, with the ωB97M-V functional and the def2-TZVPD basis.

## Properties
HOMO level (alpha / beta): -8.975 / -6.844 eV
Orbital gap (alpha / beta): 8.620 / 4.826 eV
Strongest force on any atom: 0.0726 hartree/bohr

Each line ends with the Löwdin charge.
Geometry (Å):
C (0.166, -0.591, -0.192)  -0.424
C (-0.850, 0.585, 0.333)  -0.682
N (1.478, -0.310, -0.159)  -0.535
P (2.738, 0.470, -0.357)  0.743
S (-2.380, 0.418, -0.507)  0.582
H (0.058, -1.545, 0.376)  0.128
H (-0.100, -1.012, -1.101)  0.073
H (-0.932, 0.473, 1.414)  0.045
H (-0.179, 1.513, 0.192)  0.069

No. 7
Computed, not measured: C2H4NPS as an isolated structure, with the ωB97M-V functional and the def2-TZVPD basis.

## Properties
HOMO level (alpha / beta): -7.909 / -7.914 eV
Orbital gap (alpha / beta): 6.254 / 6.261 eV
Strongest force on any atom: 0.0786 hartree/bohr

Each line ends with the Löwdin charge.
Geometry (Å):
C (-0.832, -0.113, 0.029)  -0.127
C (-0.182, 0.927, -0.867)  -0.162
N (0.588, -0.036, -0.213)  -0.561
P (2.064, -0.484, 0.268)  0.770
S (1.397, -2.067, 2.427)  -0.379
H (-0.981, 0.300, 1.037)  0.109
H (-1.294, -1.130, -0.175)  0.140
H (-0.289, 0.707, -1.921)  0.110
H (-0.472, 1.897, -0.585)  0.100

No. 8
Computed, not measured: C2H4O2 as an isolated structure, with the ωB97M-V functional and the def2-TZVPD basis.

## Properties
HOMO level: -10.536 eV
Orbital gap: 10.849 eV
Strongest force on any atom: 0.0988 hartree/bohr

Each line ends with the Löwdin charge.
Geometry (Å):
C (1.010, -0.050, -0.014)  -0.079
C (-0.518, 0.255, -0.120)  -0.684
H (1.085, -1.438, -0.265)  0.160
H (1.342, 0.250, 1.400)  0.200
H (1.594, 0.774, -0.991)  0.172
H (-2.197, -0.355, -0.024)  0.106
O (-1.354, -0.800, 0.002)  0.068
O (-0.962, 1.363, 0.012)  0.056